Formula: C3H9N2
Source: OMol25
Level of theory: ωB97M-V/def2-TZVPD

ORCA input file:
```
! RIJCOSX wB97M-V def2-TZVPD def2/J DEFGRID3
* xyz 1 1
C -0.884 -2.218 -0.184
C -0.615 -0.802 -0.638
N 0.753 2.187 -0.042
C 0.490 1.124 0.707
N 0.358 -0.128 0.318
H -0.524 -2.295 0.844
H -1.868 -2.521 -0.518
H -0.316 -2.954 -0.775
H -0.102 -0.704 -1.601
H -1.537 -0.229 -0.605
H 1.270 2.360 -0.899
H 0.052 2.936 -0.016
H 0.505 1.153 1.815
H 0.900 -0.825 0.826
*
```

Calculated values
Relative energy (zero: lowest compared OMol25 entry of this formula, charge and spin): 52.9 kcal/mol
SMILES string: CC/[NH+]=C\N
Orbital gap: 0.36188 Ha